Here is one molecule with the formula C2H5Cl2NOS at a distorted geometry from OMol25. Energies are from ωB97M-V/def2-TZVPD.

HOMO-LUMO gap, eV: 9.28
Relative energy (zero: lowest compared OMol25 entry of this formula, charge and spin), eV: 2.9874
Total charge: 0

Last columns: bonded neighbours and bond lengths (Å).
Positions of all 12 atoms, in Å:
1 C 0.119 0.751 0.047  C2 1.485, S5 1.794, H8 1.102, H9 1.117
2 C -1.111 0.369 -0.692  C1 1.485, Cl6 1.885, H10 1.092, H11 1.135
3 N -0.824 -1.647 1.273  Cl6 1.609, H12 1.027
4 O 2.299 -0.032 1.193  S5 1.456
5 S 1.468 -0.432 0.067  C1 1.794, O4 1.456, Cl7 2.158
6 Cl -1.746 -1.260 0.012  C2 1.885, N3 1.609
7 Cl 2.395 0.640 -1.560  S5 2.158
8 H 0.582 1.728 -0.168  C1 1.102
9 H -0.193 0.801 1.119  C1 1.117
10 H -0.883 0.309 -1.759  C2 1.092
11 H -1.923 1.086 -0.354  C2 1.135
12 H -0.183 -2.311 0.823  N3 1.027

Charges per atom according to Löwdin partitioning, unit e:
1 C -0.547
2 C -0.402
3 N -0.506
4 O -0.514
5 S 0.610
6 Cl 0.866
7 Cl 0.189
8 H 0.079
9 H 0.097
10 H 0.082
11 H 0.107
12 H -0.061